{"formula": "C27H33N3O2S2", "method": "ωB97M-V/def2-TZVPD", "symbols": ["S", "S", "O", "O", "N", "N", "N", "C", "C", "C", "C", "C", "C", "C", "C", "C", "C", "C", "C", "C", "C", "C", "C", "C", "C", "C", "C", "C", "C", "C", "C", "C", "C", "C", "H", "H", "H", "H", "H", "H", "H", "H", "H", "H", "H", "H", "H", "H", "H", "H", "H", "H", "H", "H", "H", "H", "H", "H", "H", "H", "H", "H", "H", "H", "H", "H", "H"], "xyz": [[1.29, -3.57, -2.33], [2.25, -1.80, -0.68], [6.06, -3.48, -4.56], [-4.24, 0.80, 4.02], [-2.17, 1.73, 3.61], [-1.49, 0.52, 1.82], [3.75, -2.77, -3.05], [-3.23, 0.91, 3.33], [-7.64, 0.87, 1.60], [2.97, 1.59, -0.56], [5.99, -2.26, -3.82], [-6.95, -1.42, 1.88], [-2.91, 0.18, 2.03], [1.14, -0.12, -0.89], [-0.77, -0.04, 0.80], [2.58, 0.75, -2.80], [2.20, 0.82, -1.44], [4.76, -3.87, -5.02], [4.16, 2.19, -1.00], [4.63, 1.95, -2.29], [-1.06, 1.67, 2.67], [-2.24, 2.69, 4.70], [-3.89, 0.64, 0.93], [-7.94, -0.44, 1.96], [-6.34, 1.22, 1.22], [2.70, -2.71, -2.13], [3.82, 1.25, -3.21], [-0.97, 2.97, 1.85], [0.24, 1.47, 3.48], [3.76, -4.00, -3.88], [-5.33, 0.25, 1.21], [-5.65, -1.08, 1.50], [0.48, 0.29, 0.40], [5.12, -2.43, -2.59], [4.09, -4.85, -3.23], [-3.01, -0.90, 2.19], [-6.08, 2.25, 0.95], [-1.43, 2.48, 5.41], [-7.18, -2.46, 2.14], [1.04, 0.96, 1.08], [-3.21, 2.58, 5.20], [-0.33, 2.82, 0.97], [7.04, -2.08, -3.54], [5.62, -1.45, -4.47], [0.13, 0.63, 4.18], [4.91, -4.86, -5.49], [4.40, -3.15, -5.78], [4.72, 2.80, -0.27], [0.45, 2.40, 4.03], [1.93, 0.25, -3.51], [-3.55, 0.19, -0.02], [1.10, 1.25, 2.86], [-1.97, 3.29, 1.53], [-8.41, 1.64, 1.63], [0.42, -0.43, -1.67], [-1.30, -0.84, 0.27], [2.76, -4.20, -4.28], [5.49, -3.30, -1.99], [4.17, 1.07, -4.24], [2.68, 1.69, 0.49], [-4.87, -1.85, 1.45], [5.63, 2.30, -2.57], [-0.53, 3.75, 2.49], [-3.80, 1.74, 0.83], [5.08, -1.51, -1.99], [-2.11, 3.71, 4.31], [-8.95, -0.70, 2.28]], "nbo_charge": [-0.11, 0.12, -0.53, -0.61, -0.46, -0.43, -0.43, 0.69, -0.20, -0.25, -0.08, -0.19, -0.11, -0.24, 0.10, -0.25, 0.06, -0.08, -0.19, -0.24, 0.35, -0.42, -0.44, -0.22, -0.23, -0.09, -0.21, -0.65, -0.63, -0.27, 0.09, -0.25, -0.38, -0.25, 0.20, 0.22, 0.21, 0.20, 0.21, 0.20, 0.26, 0.24, 0.20, 0.17, 0.23, 0.20, 0.17, 0.21, 0.22, 0.22, 0.22, 0.22, 0.22, 0.21, 0.23, 0.21, 0.25, 0.19, 0.22, 0.21, 0.21, 0.22, 0.21, 0.21, 0.24, 0.20, 0.22], "mol_weight_g_mol": 495.71, "homo_lumo_gap_ev": 6.421, "largest_force_ha_per_bohr": 0.0729, "total_energy_ha": -2159.68430, "e_lumo_ev": -0.401, "homo_energy_ev": -6.82}

{"formula": "C27H33N3O4S", "method": "ωB97M-V/def2-TZVPD", "symbols": ["S", "O", "O", "O", "O", "N", "N", "N", "C", "C", "C", "C", "C", "C", "C", "C", "C", "C", "C", "C", "C", "C", "C", "C", "C", "C", "C", "C", "C", "C", "C", "C", "C", "C", "C", "H", "H", "H", "H", "H", "H", "H", "H", "H", "H", "H", "H", "H", "H", "H", "H", "H", "H", "H", "H", "H", "H", "H", "H", "H", "H", "H", "H", "H", "H", "H", "H", "H"], "xyz": [[5.38, 2.17, -0.39], [2.83, 3.99, -1.95], [3.80, -2.02, 0.63], [0.36, -5.63, -0.61], [-1.94, -4.47, -0.61], [2.67, -0.12, 0.62], [1.95, 2.29, -0.75], [-1.98, 2.63, 0.64], [0.38, -4.30, -0.33], [-6.08, -0.04, -0.35], [2.91, 2.87, -1.49], [-5.47, 2.27, -0.13], [3.98, 0.16, 0.88], [2.60, -1.42, 0.49], [0.68, 2.92, -0.46], [-3.34, 2.96, 1.05], [6.12, -1.32, 1.08], [-4.04, 0.57, 0.76], [4.46, 1.55, 1.08], [-0.98, -2.31, -0.04], [1.58, -6.32, -0.63], [-1.80, 2.78, -0.79], [-0.89, -3.66, -0.33], [-0.45, 2.21, -1.21], [4.13, 1.98, -1.70], [-4.31, 1.92, 0.54], [-6.35, 1.30, -0.57], [1.51, -3.56, -0.06], [-0.99, 3.41, 1.35], [0.40, 2.87, 1.04], [-3.24, -3.93, -0.57], [0.17, -1.57, 0.23], [-4.92, -0.40, 0.32], [4.69, -1.01, 0.88], [1.41, -2.19, 0.21], [0.75, 3.96, -0.80], [-0.42, 1.15, -0.97], [2.08, -6.29, 0.34], [4.65, 2.30, -2.61], [0.09, -0.52, 0.46], [-3.13, 0.30, 1.28], [6.39, -2.22, 0.53], [-3.37, 2.96, 2.14], [6.72, -0.48, 0.73], [-1.04, 4.48, 1.08], [3.62, 2.22, 1.27], [-2.60, 2.23, -1.29], [-0.32, 2.33, -2.28], [5.18, 1.60, 1.89], [-6.76, -0.80, -0.69], [-3.48, -3.56, 0.43], [6.34, -1.48, 2.13], [1.15, 3.46, 1.58], [-3.65, 3.96, 0.70], [-1.87, 3.84, -1.09], [-5.69, 3.32, -0.31], [3.86, 0.93, -1.76], [-3.91, -4.75, -0.82], [-7.25, 1.59, -1.09], [1.33, -7.35, -0.87], [-4.71, -1.44, 0.50], [-1.93, -1.81, -0.03], [-1.18, 3.32, 2.43], [-3.36, -3.12, -1.30], [2.48, -4.01, -0.07], [0.47, 1.83, 1.38], [2.07, 1.36, -0.37], [2.26, -5.93, -1.40]], "nbo_charge": [0.21, -0.63, -0.40, -0.48, -0.49, -0.51, -0.65, -0.44, 0.25, -0.22, 0.66, -0.21, 0.05, 0.51, -0.06, -0.24, -0.67, -0.16, -0.56, -0.33, -0.25, -0.23, 0.35, -0.40, -0.62, -0.04, -0.21, -0.26, -0.22, -0.40, -0.25, -0.12, -0.23, 0.27, -0.15, 0.23, 0.20, 0.18, 0.26, 0.22, 0.21, 0.23, 0.21, 0.24, 0.16, 0.24, 0.21, 0.22, 0.24, 0.21, 0.17, 0.23, 0.21, 0.17, 0.16, 0.21, 0.22, 0.20, 0.21, 0.20, 0.20, 0.23, 0.20, 0.18, 0.23, 0.21, 0.44, 0.18], "mol_weight_g_mol": 495.64, "homo_lumo_gap_ev": 8.419, "largest_force_ha_per_bohr": 0.0239, "total_energy_ha": -1912.09274, "e_lumo_ev": 0.543, "homo_energy_ev": -7.88}

{"formula": "C27H33N3O9", "method": "ωB97M-V/def2-TZVPD", "symbols": ["O", "O", "O", "O", "O", "O", "O", "O", "O", "N", "N", "N", "C", "C", "C", "C", "C", "C", "C", "C", "C", "C", "C", "C", "C", "C", "C", "C", "C", "C", "C", "C", "C", "C", "C", "C", "C", "C", "C", "H", "H", "H", "H", "H", "H", "H", "H", "H", "H", "H", "H", "H", "H", "H", "H", "H", "H", "H", "H", "H", "H", "H", "H", "H", "H", "H", "H", "H", "H", "H", "H", "H"], "xyz": [[5.99, -5.64, 22.95], [14.53, -0.78, 23.94], [12.09, 2.13, 21.51], [7.27, -2.60, 17.91], [10.56, -1.97, 25.68], [8.99, -1.67, 21.41], [13.50, 2.65, 20.00], [6.56, -0.61, 18.00], [7.11, -7.17, 21.96], [6.84, -6.50, 22.93], [12.39, 2.24, 20.34], [6.37, -1.79, 17.89], [10.35, 1.02, 19.56], [7.30, -5.86, 25.27], [8.90, -7.22, 24.12], [9.37, -2.68, 20.84], [13.36, -0.47, 23.93], [3.59, -4.14, 16.84], [8.13, -5.82, 26.37], [2.58, -2.10, 17.66], [8.18, -2.16, 25.79], [2.45, -3.38, 17.11], [11.50, 1.78, 19.24], [9.76, -7.11, 25.17], [9.59, -3.45, 24.09], [10.66, -2.68, 20.12], [5.01, -2.35, 17.57], [3.90, -1.60, 17.90], [4.87, -3.68, 17.15], [9.78, 1.15, 17.23], [12.78, 0.36, 24.99], [7.65, -6.59, 24.14], [9.41, -6.44, 26.30], [12.32, -0.96, 22.87], [10.94, 1.85, 16.96], [9.49, 0.71, 18.50], [8.56, -3.99, 20.86], [9.53, -2.44, 25.21], [11.81, 2.17, 17.95], [7.74, -5.36, 27.24], [5.70, -4.36, 17.00], [3.47, -5.15, 16.49], [11.37, -2.08, 20.67], [8.52, 0.27, 18.74], [10.11, -6.53, 27.16], [11.11, 2.26, 15.98], [12.66, 2.80, 17.77], [11.41, -0.33, 23.05], [11.02, -3.67, 19.93], [1.43, -3.74, 16.84], [10.56, -3.31, 23.59], [12.50, 1.35, 24.57], [10.79, -7.53, 25.22], [4.09, -0.61, 18.35], [9.61, -4.41, 24.59], [12.23, -2.05, 22.81], [8.77, -3.35, 23.40], [7.62, -3.06, 25.83], [12.74, -0.69, 21.88], [9.24, -4.67, 21.47], [7.62, -1.40, 25.22], [6.46, -5.21, 25.27], [11.89, 0.04, 25.44], [8.38, -1.72, 26.76], [13.53, 0.45, 25.77], [9.03, 1.06, 16.45], [9.29, -7.69, 23.25], [8.53, -4.46, 19.84], [10.11, 0.76, 20.58], [7.61, -3.82, 21.34], [1.75, -1.50, 17.92], [10.57, -2.09, 19.18]], "lowdin_charge": [0.07, 0.06, 0.07, 0.07, 0.06, 0.04, 0.06, 0.08, 0.09, -0.36, -0.34, -0.33, 0.02, -0.03, 0.00, -0.51, -0.49, -0.07, -0.06, -0.04, 0.00, -0.07, -0.12, -0.10, 0.00, -0.01, -0.14, 0.00, 0.00, -0.07, -0.04, -0.13, -0.07, -0.03, -0.07, -0.08, -0.03, -0.46, -0.02, 0.10, 0.12, 0.11, 0.05, 0.09, 0.13, 0.11, 0.12, 0.09, 0.08, 0.12, 0.08, 0.11, 0.13, 0.12, 0.06, 0.07, 0.06, 0.05, 0.08, 0.10, 0.10, 0.11, 0.04, 0.09, 0.09, 0.11, 0.11, 0.10, 0.11, 0.07, 0.08, 0.10], "mol_weight_g_mol": 543.57, "homo_lumo_gap_ev": 8.055, "largest_force_ha_per_bohr": 0.0618, "total_energy_ha": -1889.74322, "e_lumo_ev": -0.863, "homo_energy_ev": -8.92}